# 1
Here is a 2-piece molecular cluster, C2H5NS2 overall at a distorted geometry from the OMol25 dataset. Energies are from ωB97M-V/def2-TZVPD.

XYZ file:
```
10
Properties=species:S:1:pos:R:3
C -2.08299 0.53578 -0.03660
C 0.19897 1.29443 -0.44422
N -0.93350 0.70782 0.26237
S -3.61282 0.37396 -0.03712
S 0.18157 -2.24239 -0.02513
H 0.02433 -2.92182 -1.12133
H 0.72175 1.94136 0.34684
H 0.98056 0.39202 -0.46048
H -0.02867 1.74739 -1.42278
H -0.82177 -2.95037 0.64243
```

Computed properties:
ΔE to the lowest compared entry with this formula, charge and spin	137.58	kJ/mol
structure (SMILES)	CN=C=S.S
LUMO level	0.51	eV

---

# 2
Here is one molecule with the formula C2H2ClN3O at a distorted geometry from the OMol25 dataset. Energies are from ωB97M-V/def2-TZVPD.

XYZ file:
```
9
Properties=species:S:1:pos:R:3
C 1.88560 0.24960 -0.31243
C -0.47587 0.45871 0.12377
N 0.77342 1.09530 -0.37752
N 1.99161 1.20511 0.49382
N -0.91205 -0.54452 -0.43511
O -2.16181 -1.04967 -0.13677
Cl -1.04243 1.38702 1.64293
H 2.15722 -0.83174 -0.59580
H -2.21568 -1.96981 -0.40288
```

Computed properties:
ΔE to the lowest compared entry with this formula, charge and spin	476.82	kJ/mol
structure (SMILES)	O/N=C(\Cl)N1C=N1
LUMO level	0.50	eV

---

# 3
Here is C24H20GaN6O7 as an isolated structure at a distorted geometry from the OMol25 dataset. Energies are from ωB97M-V/def2-TZVPD.

XYZ file:
```
58
Properties=species:S:1:pos:R:3
Ga 9.71735 10.93239 11.60422
O 8.59278 16.52716 12.76246
C 6.77215 14.89910 13.05822
C 6.01218 16.10817 13.61560
C 5.14395 16.03027 14.65521
C 4.98594 14.87533 15.42101
C 5.59995 13.70958 14.98413
C 6.33669 13.67554 13.81197
C 6.84210 12.38936 13.31743
O 6.40484 11.24756 13.44464
N 7.90607 12.99578 11.15239
N 8.82935 12.28446 10.40378
C 9.18526 12.65442 9.18722
C 10.26274 11.99365 8.49284
C 10.35065 12.13452 7.06405
C 11.31294 11.54611 6.26549
C 12.31285 10.78829 6.86782
C 12.27286 10.61080 8.24816
C 11.21911 11.10715 9.09429
O 11.16065 10.72284 10.37731
H 9.09831 16.40738 11.92512
H 6.26522 17.06485 13.15398
H 4.61836 16.94944 14.95070
H 4.42437 14.91918 16.34707
H 5.43080 12.79515 15.57078
H 8.61872 13.43216 8.66998
H 9.56890 12.80556 6.62058
H 11.24994 11.69568 5.19884
H 13.05287 10.27071 6.26397
H 13.02673 9.95941 8.69252
C 9.16922 6.41679 13.67688
N 8.61211 7.27474 12.62912
C 7.45497 6.93678 11.91404
C 6.87025 7.78936 11.07830
C 7.43186 9.16223 10.90131
O 6.89292 10.07640 10.30177
N 8.65789 9.34696 11.50244
C 9.25053 8.49341 12.41690
O 10.27116 8.90292 13.02092
H 8.32947 5.88545 14.16662
H 9.63395 7.08366 14.39874
H 9.90511 5.71179 13.25721
H 7.12184 5.90028 12.08357
H 5.97222 7.44604 10.55635
C 5.16795 15.43680 11.19934
N 6.37864 14.71935 11.59231
C 8.35352 15.29243 13.43313
C 9.46302 14.35406 13.36343
C 9.28026 13.03023 13.02256
O 10.22808 12.14656 12.98422
N 8.03274 12.56518 12.47732
C 6.97177 13.92641 10.65918
O 6.68928 14.02619 9.46999
H 5.25490 16.50247 11.41811
H 4.32535 15.04939 11.77292
H 5.01586 15.33255 10.13124
H 8.17001 15.62434 14.49351
H 10.49900 14.66686 13.39326
```

Computed properties:
ΔE to the lowest compared entry with this formula, charge and spin	341.75	kJ/mol
net charge	-1
LUMO level	2.31	eV

---

# 4
Here is a 2-piece molecular cluster, H5N2P overall at a distorted geometry from the OMol25 dataset. Energies are from ωB97M-V/def2-TZVPD.

XYZ file:
```
8
Properties=species:S:1:pos:R:3
N -1.19673 1.46662 0.02794
N -1.40099 0.17862 0.16153
P 1.51650 -1.39468 0.23609
H -1.35170 1.81797 -0.90474
H -0.61034 2.00882 0.65254
H -1.11264 -0.14900 1.08534
H 1.69739 -0.83356 -1.02291
H 1.30266 -2.64689 -0.32498
```

Computed properties:
ΔE to the lowest compared entry with this formula, charge and spin	350.52	kJ/mol
LUMO level (alpha / beta)	-0.93 / 1.00	eV

---

# 5
Here is a 4-piece molecular cluster, C37H43ClN6O10P3S overall at a distorted geometry from the OMol25 dataset. Energies are from ωB97M-V/def2-TZVPD.

XYZ file:
```
101
Properties=species:S:1:pos:R:3
C -0.15358 2.14442 6.51812
C 0.53093 3.34738 5.67223
C 0.77353 2.94803 4.10578
C -0.17503 3.79732 3.13268
C 0.04092 3.48398 1.56884
C 1.38648 4.05482 0.94641
P 2.57433 5.06158 2.01513
C 2.24384 6.91199 1.80302
C 4.38389 4.60087 1.73653
C 1.60244 3.74923 -0.56467
C 2.95739 4.29374 -1.25073
C 4.14688 3.31325 -1.26312
C 5.47209 3.83571 -1.93067
C 5.43035 5.27580 -2.54338
C 4.10010 6.05274 -2.39659
N 2.89909 5.62160 -1.76296
C 0.51491 2.93683 -1.37163
P 0.91986 2.66335 -3.19744
O 1.46993 4.09903 -3.98769
O -0.36302 2.08282 -4.14237
S 2.30267 1.26960 -3.23081
N -0.68609 2.42329 -0.70771
N -1.53576 1.70026 -1.48109
C -1.46905 0.24110 -1.40387
C -2.74722 2.32245 -1.93785
C -3.40978 3.68608 -1.35236
O -3.37348 1.80941 -2.91578
C -0.98468 2.65370 0.70482
P -2.52949 2.08544 1.62903
O -3.52705 1.04720 0.73360
Cl -1.78077 0.83379 3.20362
H -1.01815 2.50749 7.18238
H 0.59134 1.63816 7.24257
H -0.53352 1.32566 5.81584
H -0.03767 4.33681 5.78414
H 1.56054 3.51850 6.17035
H 0.63317 1.81790 4.05471
H 1.90105 3.13359 3.93336
H 0.10196 4.90779 3.30549
H -1.25433 3.69020 3.48355
H 3.10029 7.50617 1.34294
H 1.89502 7.32127 2.82209
H 1.32109 7.01825 1.11091
H 4.82781 5.02764 0.76435
H 4.47607 3.45295 1.76340
H 5.03236 5.00755 2.59218
H 4.14175 2.26201 -0.80286
H 6.43509 3.23480 -1.98056
H 6.30812 5.77375 -3.06777
H 4.09203 7.12260 -2.82632
H 0.75833 4.78115 -3.86276
H -0.52277 2.74319 -4.85709
H -1.65740 -0.22707 -0.37076
H -0.41017 -0.11158 -1.71387
H -2.18399 -0.29950 -2.12653
H -2.69137 4.26868 -0.68376
H -3.58169 4.34087 -2.28892
H -4.39967 3.41017 -0.85587
H -3.67153 0.18246 1.18275
C -1.22885 -2.60786 2.27421
C -1.91946 -3.62434 1.62032
C -1.22136 -4.59116 0.90409
C 0.17040 -4.53203 0.85356
C 0.86683 -3.51257 1.49985
C 0.16048 -2.54856 2.21127
N 0.91153 -5.56191 0.12159
O 0.26749 -6.43008 -0.44878
O 2.13337 -5.49683 0.12611
H -1.77633 -1.85861 2.83670
H -3.00271 -3.66453 1.67155
H -1.77066 -5.37802 0.39896
H 1.94930 -3.45729 1.46101
H 0.69300 -1.75194 2.72080
C -7.77531 0.46838 -3.28751
C -6.41508 0.52118 -2.99743
C -5.89538 -0.23571 -1.95402
C -6.74576 -1.04745 -1.20720
C -8.11055 -1.10081 -1.48669
C -8.62310 -0.33784 -2.53163
N -6.19469 -1.86340 -0.12244
O -4.99144 -1.77412 0.10667
O -6.96065 -2.58802 0.49124
H -8.17695 1.05714 -4.10673
H -5.75776 1.15143 -3.58698
H -4.83363 -0.18424 -1.73973
H -8.78062 -1.72654 -0.90728
H -9.68309 -0.37363 -2.75965
C 3.07398 -8.46341 -0.57238
C 2.38456 -9.48016 -1.22640
C 3.08290 -10.44665 -1.94275
C 4.47455 -10.38714 -1.99347
C 5.17015 -9.36733 -1.34706
C 4.46307 -8.40367 -0.63546
N 5.21594 -11.41681 -2.72555
O 4.57166 -12.28548 -3.29613
O 6.43684 -11.35142 -2.72123
H 2.52594 -7.71408 -0.00971
H 1.30151 -9.52069 -1.17498
H 2.53398 -11.23370 -2.44790
H 6.25254 -9.31140 -1.38587
H 4.99497 -7.60694 -0.12601
```

Computed properties:
net charge	+1
LUMO level	-5.17	eV

---

# 6
Here is a 3-piece molecular cluster, C6H16N2 overall at a distorted geometry from the OMol25 dataset. Energies are from ωB97M-V/def2-TZVPD.

XYZ file:
```
24
Properties=species:S:1:pos:R:3
C 1.59134 0.06736 -0.47772
C 3.02346 0.50867 -0.37774
C 2.47391 -0.88952 0.22398
N -3.59477 -0.50833 -0.25185
C 0.73828 0.92573 0.44128
N -0.38533 0.24499 1.03720
C -1.63562 0.94467 0.68849
C -0.55596 -1.16448 0.66283
H -0.46524 0.35887 -2.78145
H 0.27900 0.38646 -2.70779
H 3.56885 0.97970 0.42899
H 3.59046 0.24294 -1.26347
H 2.73236 -1.01814 1.26671
H 2.79450 -1.71560 -0.40443
H -4.52814 -0.23321 0.02992
H -3.61973 -0.93990 -1.16876
H 1.35686 1.28690 1.27404
H 0.41152 1.81509 -0.10560
H -2.44800 0.18815 0.18482
H -1.46491 1.72654 -0.04649
H -2.15005 1.27973 1.58979
H -0.33029 -1.23885 -0.41301
H 0.17070 -1.77115 1.21320
H -1.55322 -1.47661 0.95705
```

Computed properties:
ΔE to the lowest compared entry with this formula, charge and spin	1044.92	kJ/mol
LUMO level	-2.88	eV

---

Respective DFT total energy values: -25314.4002, -21140.7065, -100862.6675, -12346.2063, -119683.8558, -9451.2445 eV.